Entry 1:
The following is a quantum chemistry calculation of a molecular structure, C22H21CrN5O3S2 in a non-equilibrium geometry, from the Open Molecules 2025 dataset.

Output
LUMO (spin up / spin down) = -0.019 / -0.917 eV
Multiplicity = 5
Orbital gap (spin up / spin down) = 6.620 / 7.180 eV
Expectation value of S² = 6.045
HOMO (spin up / spin down) = -6.638 / -8.097 eV

Last column: natural (NBO) charge in e.
Element x y z (Å)
Cr: -4.49 -15.75 9.02  1.43
O: -8.56 -17.19 12.56  -0.68
C: -7.50 -16.82 13.30  0.34
C: -7.61 -16.98 14.66  -0.28
C: -6.60 -16.64 15.55  -0.17
C: -5.42 -16.10 15.02  -0.25
C: -5.29 -15.93 13.67  -0.17
C: -6.31 -16.28 12.78  -0.16
C: -6.07 -16.10 11.32  0.59
O: -4.85 -15.78 10.97  -0.74
N: -7.03 -16.33 10.48  -0.48
N: -6.59 -16.25 9.13  -0.43
C: -7.45 -16.74 8.31  -0.04
S: -7.24 -16.71 6.57  0.37
C: -8.62 -17.82 6.26  -0.55
C: -9.71 -17.58 7.28  -0.55
S: -8.92 -17.48 8.88  0.35
H: -8.40 -16.96 11.63  0.51
H: -8.51 -17.43 15.07  0.22
H: -6.74 -16.81 16.61  0.21
H: -4.59 -15.80 15.65  0.21
H: -4.38 -15.55 13.23  0.24
H: -8.27 -18.84 6.33  0.22
H: -8.97 -17.67 5.24  0.24
H: -10.43 -18.39 7.31  0.24
H: -10.26 -16.66 7.11  0.23
C: -6.02 -10.31 9.38  -0.24
C: -4.63 -10.27 9.33  -0.18
C: -3.88 -11.42 9.25  -0.26
C: -4.50 -12.68 9.22  0.21
C: -5.88 -12.73 9.23  -0.26
C: -6.62 -11.56 9.29  -0.19
N: -3.75 -13.84 9.16  -0.36
N: -2.44 -13.72 9.25  -0.28
C: -1.79 -14.91 9.30  0.33
C: -0.39 -14.97 9.39  -0.23
C: 0.22 -16.19 9.33  -0.15
C: -0.53 -17.38 9.23  -0.30
C: -1.90 -17.26 9.22  0.08
N: -2.49 -16.06 9.26  -0.54
H: -6.63 -9.41 9.48  0.21
H: -4.15 -9.28 9.33  0.21
H: -2.81 -11.36 9.22  0.24
H: -6.42 -13.66 9.23  0.21
H: -7.71 -11.64 9.30  0.21
H: 0.17 -14.03 9.46  0.24
H: 1.30 -16.24 9.38  0.22
H: -0.08 -18.35 9.20  0.23
H: -2.54 -18.12 9.18  0.21
C: -3.60 -16.87 6.41  -0.24
O: -4.49 -16.38 7.37  -0.77
H: -3.91 -16.51 5.43  0.18
H: -3.62 -17.97 6.37  0.17
H: -2.57 -16.51 6.57  0.17

***

Entry 2:
The following is a quantum chemistry calculation of a molecular structure, C22H21FeN3O2 in a non-equilibrium geometry, from the Open Molecules 2025 dataset.

Output
LUMO (spin up / spin down) = 4.598 / 4.600 eV
Multiplicity = 5
Orbital gap (spin up / spin down) = 3.550 / 2.890 eV
Expectation value of S² = 6.435
HOMO (spin up / spin down) = 1.048 / 1.710 eV
Net charge = -2

Last column: natural (NBO) charge in e.
Element x y z (Å)
C: -0.62 0.85 -4.82  -0.42
C: 0.77 1.10 -4.59  -0.36
C: 0.89 2.03 -3.53  -0.30
C: -0.41 2.30 -3.01  -0.39
C: -1.37 1.65 -3.87  -0.33
Fe: -0.63 -0.02 -2.71  1.05
N: -2.49 0.46 -1.88  -1.13
C: 0.55 -1.71 -3.65  -0.63
C: 1.66 -1.33 -2.97  -0.52
H: 1.82 2.52 -3.24  0.21
H: 1.61 0.70 -5.17  0.19
H: -0.65 3.02 -2.23  0.21
H: -2.43 1.91 -3.99  0.22
H: -1.05 0.23 -5.61  0.19
H: 2.49 -0.89 -3.52  0.18
H: -0.21 -2.28 -3.11  0.19
H: -2.90 -0.50 -1.79  0.25
H: 1.82 -1.63 -1.94  0.19
H: 0.41 -1.79 -4.76  0.18
O: 1.68 2.10 -0.85  -0.66
C: 0.87 1.34 -0.34  0.79
N: 0.52 1.34 1.01  -0.65
C: 0.05 0.04 1.39  -0.09
C: -0.22 -0.58 0.02  0.65
O: -0.66 -1.72 -0.19  -0.69
N: 0.13 0.31 -0.95  -0.72
C: 1.18 -0.68 2.15  0.11
C: 1.83 -1.81 1.66  -0.22
C: 2.93 -2.33 2.36  -0.22
C: 3.36 -1.74 3.54  -0.25
C: 2.69 -0.62 4.04  -0.23
C: 1.59 -0.10 3.35  -0.23
C: -1.25 0.14 2.17  -0.01
C: -1.50 -0.61 3.33  -0.17
C: -2.73 -0.49 3.97  -0.25
C: -3.72 0.36 3.46  -0.24
C: -3.46 1.11 2.30  -0.21
C: -2.22 0.99 1.65  -0.17
H: 1.05 1.97 1.61  0.38
H: 1.47 -2.30 0.75  0.26
H: 3.44 -3.22 1.96  0.20
H: 4.22 -2.15 4.09  0.19
H: 3.00 -0.14 4.97  0.19
H: 1.05 0.76 3.76  0.21
H: -0.73 -1.29 3.72  0.20
H: -2.91 -1.07 4.87  0.19
H: -4.68 0.44 3.96  0.19
H: -4.21 1.78 1.89  0.21
H: -2.02 1.55 0.73  0.27

***

Entry 3:
The following is a quantum chemistry calculation of a molecular structure, C22H21InNO5P in a non-equilibrium geometry, from the Open Molecules 2025 dataset.

Output
LUMO = -7.496 eV
Orbital gap = 7.566 eV
HOMO = -15.062 eV
ΔE to the lowest compared entry with this formula, charge and spin = 0.7746 eV
Net charge = +2

Last column: natural (NBO) charge in e.
Element x y z (Å)
In: 0.18 1.50 0.83  1.63
O: 2.43 2.25 4.58  -0.60
C: 2.06 1.95 3.38  0.83
O: 0.96 1.49 3.11  -0.67
C: 3.14 2.19 2.35  -0.18
O: 2.65 2.17 1.03  -0.55
C: 2.77 3.37 0.27  -0.20
C: 1.44 4.12 0.01  0.75
O: 1.46 5.26 -0.34  -0.52
O: 0.34 3.43 0.16  -0.87
H: 1.77 2.11 5.28  0.54
H: 3.64 3.14 2.59  0.25
H: 3.87 1.37 2.46  0.25
H: 3.47 4.09 0.71  0.24
H: 3.16 3.09 -0.72  0.23
N: -2.29 1.78 0.15  -0.87
C: -2.99 0.55 0.08  0.24
C: -4.34 0.49 0.38  -0.24
C: -5.03 -0.71 0.35  -0.12
C: -4.35 -1.89 0.05  -0.19
C: -3.00 -1.86 -0.19  -0.14
C: -2.30 -0.65 -0.20  -0.49
P: -0.52 -0.69 -0.43  1.08
C: 0.07 -0.34 -2.09  -0.46
C: 1.45 -0.16 -2.29  -0.14
C: 1.92 0.07 -3.56  -0.21
C: 1.03 0.14 -4.63  -0.14
C: -0.33 -0.01 -4.43  -0.18
C: -0.82 -0.24 -3.16  -0.17
C: 0.17 -2.14 0.37  -0.36
C: 0.87 -3.12 -0.33  -0.19
C: 1.31 -4.23 0.36  -0.19
C: 1.08 -4.36 1.72  -0.15
C: 0.39 -3.38 2.41  -0.18
C: -0.07 -2.26 1.75  -0.22
H: -2.87 2.50 0.58  0.43
H: -1.97 2.13 -0.76  0.42
H: -4.88 1.40 0.63  0.24
H: -6.08 -0.73 0.56  0.25
H: -4.89 -2.83 0.02  0.25
H: -2.46 -2.78 -0.41  0.24
H: 2.13 -0.20 -1.44  0.21
H: 2.98 0.19 -3.73  0.24
H: 1.41 0.33 -5.63  0.25
H: -1.01 0.06 -5.26  0.25
H: -1.88 -0.37 -2.99  0.23
H: 1.04 -3.01 -1.39  0.24
H: 1.84 -5.01 -0.17  0.25
H: 1.44 -5.23 2.24  0.25
H: 0.21 -3.49 3.47  0.24
H: -0.61 -1.48 2.27  0.22

***

Entry 4:
The following is a quantum chemistry calculation of a molecular structure, C22H21N6O2RuSSe2Te, from the Open Molecules 2025 dataset.

Output
LUMO (spin up / spin down) = -0.433 / -2.038 eV
Multiplicity = 6
Orbital gap (spin up / spin down) = 5.156 / 6.390 eV
Expectation value of S² = 8.797
HOMO (spin up / spin down) = -5.589 / -8.429 eV
ΔE to the lowest compared entry with this formula, charge and spin = 2.5379 eV

Last column: natural (NBO) charge in e.
Element x y z (Å)
Ru: -0.23 -0.29 0.10  0.80
O: -1.73 -3.40 2.28  -0.56
C: -1.14 -2.41 1.89  0.56
N: -1.37 -1.82 0.58  -0.63
C: -2.27 -2.35 -0.33  0.63
O: -3.10 -3.21 -0.15  -0.53
C: -2.09 -1.75 -1.69  0.05
C: -2.63 -2.25 -2.80  -0.16
C: -2.36 -1.64 -4.11  -0.22
C: -1.49 -0.64 -4.25  -0.16
C: -0.77 -0.07 -3.07  -0.15
N: -1.23 -0.61 -1.75  -0.29
C: -0.14 -1.69 2.62  -0.03
C: 0.17 -2.01 3.96  -0.17
C: 1.09 -1.30 4.65  -0.22
C: 1.75 -0.21 4.00  -0.31
C: 1.44 0.06 2.70  0.02
N: 0.54 -0.65 1.97  -0.56
H: -3.26 -3.12 -2.71  0.25
H: -2.88 -2.03 -4.98  0.23
H: -1.28 -0.19 -5.21  0.24
H: 0.31 -0.11 -3.19  0.22
H: -0.38 -2.83 4.40  0.24
H: 1.31 -1.53 5.68  0.22
H: 2.48 0.40 4.51  0.22
H: 1.92 0.89 2.19  0.19
C: 2.15 -2.69 -2.63  -0.80
Se: 1.63 -2.46 -0.77  0.40
C: 3.12 -1.34 -0.21  -0.59
C: 3.19 0.01 -0.88  -0.55
Se: 1.73 1.24 -0.42  0.43
C: 1.79 2.26 -2.07  -0.77
H: 3.12 -3.18 -2.68  0.23
H: 2.18 -1.74 -3.16  0.21
H: 1.40 -3.33 -3.09  0.25
H: 4.04 -1.89 -0.42  0.24
H: 3.02 -1.26 0.88  0.25
H: 3.17 -0.08 -1.96  0.22
H: 4.11 0.53 -0.60  0.24
H: 2.80 2.66 -2.14  0.23
H: 1.07 3.07 -1.98  0.26
H: 1.56 1.66 -2.94  0.23
N: -1.86 0.68 -1.42  -0.40
C: -1.34 1.23 -2.54  0.45
N: -1.36 2.46 -2.95  -0.59
C: -0.73 2.62 -4.12  0.41
N: -0.18 2.78 -5.12  -0.45
Te: -2.50 1.06 1.64  0.53
C: -2.28 2.57 3.01  -0.60
C: -1.13 3.28 3.31  -0.24
C: -1.33 4.27 4.30  -0.26
C: -2.63 4.30 4.73  -0.40
S: -3.60 3.15 3.94  0.50
H: -0.18 3.07 2.84  0.23
H: -0.56 4.92 4.67  0.23
H: -3.05 4.95 5.49  0.24

***

Entry 5:
The following is a quantum chemistry calculation of a molecular structure, C22H22Cl2N6O5Se2Ta, from the Open Molecules 2025 dataset.

Output
LUMO = -10.215 eV
Orbital gap = 5.573 eV
HOMO = -15.788 eV
ΔE to the lowest compared entry with this formula, charge and spin = 0.5652 eV
Net charge = +3

Last column: natural (NBO) charge in e.
Element x y z (Å)
Ta: 0.10 -0.16 0.62  2.17
C: 1.67 1.45 3.44  -0.74
Se: 1.51 -0.43 2.93  0.50
C: 3.35 -0.83 2.43  -0.57
C: 3.87 0.04 1.30  -0.55
Se: 2.76 -0.10 -0.32  0.49
C: 3.14 1.68 -0.99  -0.76
H: 2.34 1.49 4.29  0.27
H: 0.67 1.77 3.72  0.27
H: 2.04 2.04 2.60  0.24
H: 3.37 -1.89 2.18  0.25
H: 3.95 -0.68 3.33  0.28
H: 4.87 -0.28 1.01  0.28
H: 3.91 1.09 1.57  0.25
H: 4.22 1.76 -1.08  0.27
H: 2.75 2.44 -0.32  0.24
H: 2.69 1.77 -1.98  0.26
Cl: 0.71 4.72 0.14  0.12
C: 0.15 3.68 -1.09  -0.04
C: -0.19 4.19 -2.36  -0.22
C: -0.65 3.36 -3.35  -0.01
Cl: -1.06 4.00 -4.88  0.13
C: -0.80 1.96 -3.12  -0.06
C: -1.32 1.02 -4.02  -0.02
C: -1.47 -0.30 -3.63  -0.26
C: -1.07 -0.70 -2.37  0.13
N: -0.54 0.16 -1.48  -0.61
C: -0.43 1.48 -1.85  0.11
C: 0.03 2.34 -0.85  0.25
O: 0.26 1.70 0.33  -0.74
H: -0.09 5.25 -2.55  0.28
H: -1.63 1.34 -5.01  0.27
H: -1.89 -1.03 -4.30  0.27
H: -1.18 -1.72 -2.05  0.24
N: 0.89 -5.02 -1.90  -0.56
N: 0.93 -4.11 -0.89  0.22
N: 1.04 -4.48 0.37  -0.20
C: 0.91 -3.33 1.00  0.17
N: 0.73 -2.32 0.13  -0.44
N: 0.73 -2.85 -1.09  -0.04
H: 1.28 -5.90 -1.59  0.43
H: 1.34 -4.66 -2.74  0.41
H: 0.93 -3.25 2.08  0.25
O: -1.10 0.55 2.12  -0.72
C: -1.85 -0.53 2.15  0.73
O: -1.42 -1.38 1.23  -0.74
C: -2.91 -0.74 3.02  -0.18
C: -3.65 -1.95 2.91  -0.09
C: -4.73 -2.20 3.72  -0.27
C: -5.05 -1.20 4.65  0.40
O: -6.03 -1.22 5.51  -0.39
C: -5.98 0.02 6.26  0.22
O: -4.87 0.75 5.74  -0.44
C: -4.32 0.00 4.76  0.24
C: -3.26 0.27 3.98  -0.20
H: -3.36 -2.67 2.17  0.24
H: -5.31 -3.10 3.66  0.27
H: -5.82 -0.21 7.31  0.21
H: -6.91 0.57 6.09  0.21
H: -2.70 1.19 4.05  0.25

***

Entry 6:
The following is a quantum chemistry calculation of a molecular structure, C22H22Cl3GaGeN5O2PS2, from the Open Molecules 2025 dataset.

Output
LUMO = -1.048 eV
Orbital gap = 7.610 eV
HOMO = -8.658 eV
ΔE to the lowest compared entry with this formula, charge and spin = 0.0000 eV

Last column: natural (NBO) charge in e.
Element x y z (Å)
Ga: 0.22 0.37 -0.11  1.51
C: -1.14 2.24 -4.09  -0.26
C: -2.20 3.08 -3.79  -0.15
C: -2.56 3.25 -2.47  -0.23
C: -1.84 2.58 -1.48  0.36
N: -0.81 1.79 -1.76  -0.52
C: -0.48 1.63 -3.05  0.06
N: -2.29 2.81 -0.18  -0.50
C: -1.72 2.40 0.88  0.48
N: -0.56 1.63 1.09  -0.83
C: -0.38 1.48 2.46  0.50
N: 0.51 0.84 3.12  -0.52
C: 1.42 -0.04 2.61  0.41
C: 2.34 -0.59 3.51  -0.23
C: 3.20 -1.57 3.11  -0.13
C: 3.15 -2.03 1.80  -0.25
C: 2.25 -1.44 0.94  0.09
N: 1.43 -0.45 1.32  -0.62
C: -1.45 2.21 3.17  -0.02
C: -1.71 2.35 4.52  -0.18
C: -2.84 3.06 4.87  -0.20
C: -3.69 3.61 3.90  -0.20
C: -3.41 3.46 2.54  -0.16
C: -2.28 2.74 2.21  -0.10
H: -0.82 2.06 -5.11  0.23
H: -2.75 3.59 -4.58  0.22
H: -3.38 3.88 -2.17  0.23
H: 0.35 0.96 -3.26  0.23
H: 2.31 -0.22 4.53  0.24
H: 3.90 -2.00 3.81  0.23
H: 3.79 -2.83 1.44  0.23
H: 2.17 -1.75 -0.09  0.22
H: -1.05 1.91 5.25  0.24
H: -3.09 3.20 5.92  0.22
H: -4.57 4.16 4.21  0.22
H: -4.05 3.88 1.78  0.23
C: -1.20 -5.20 -1.64  -0.63
C: -2.29 -4.26 -1.17  -0.06
O: -1.91 -3.73 0.12  -0.83
P: -2.02 -2.18 0.43  1.74
S: -1.46 -1.75 2.22  -0.58
S: -1.03 -1.22 -1.12  -0.63
O: -3.57 -1.92 0.10  -0.84
C: -4.09 -0.58 0.20  -0.06
C: -4.88 -0.41 1.48  -0.64
H: -1.48 -5.65 -2.59  0.22
H: -1.04 -5.99 -0.91  0.22
H: -0.27 -4.65 -1.78  0.22
H: -3.24 -4.77 -1.03  0.19
H: -2.44 -3.45 -1.88  0.19
H: -4.71 -0.45 -0.68  0.19
H: -3.27 0.14 0.14  0.19
H: -5.70 -1.12 1.53  0.21
H: -5.30 0.60 1.52  0.21
H: -4.23 -0.55 2.34  0.23
Cl: 2.03 0.65 -1.43  -0.49
Ge: 2.39 -1.69 -2.83  0.93
Cl: 1.64 -0.82 -4.73  -0.53
Cl: 4.54 -1.22 -3.07  -0.52